48
Properties=species:S:1:pos:R:3:mulliken_charge:R:1 method="wB97M-V/def2-TZVPD" e_above_lowest_ev=0.139 charge=+1 smiles=CCCCOc1ccc(C)cc1C[NH+](CCO)CCO lumo_energy_ev=-2.10 largest_force_ha_per_bohr=0.0201 e_tot_ha=-906.7103
N 1.10624 0.67800 1.06629 0.874
H 2.34889 2.06437 0.11027 0.350
H 0.09717 1.37541 2.76118 0.452
C -3.15138 1.01591 0.37508 -0.512
H 1.89350 -5.21232 -2.00231 0.396
H 2.45228 -2.93427 0.78335 0.367
C 2.02350 0.42210 -1.22269 -0.642
H 2.22955 4.22950 1.88895 0.372
C 2.25742 0.97857 0.18182 -0.402
C -0.94717 -2.51082 -0.96758 -0.674
H 1.57937 -5.82820 -0.38646 0.327
H -0.00191 3.01408 0.71683 0.095
H 1.84641 1.69505 2.74891 0.392
C 0.65114 3.09368 1.59188 -0.643
H -4.14321 2.82216 -0.22494 0.404
H 0.12508 3.66680 2.36124 0.455
H 0.26014 0.70770 0.45558 -0.247
H -3.16319 -1.12733 -0.01100 0.497
H -0.47686 -4.32121 -1.98058 0.422
H -2.44128 1.43524 1.09157 0.139
C -0.53697 -1.56656 -0.03678 0.953
H -1.89570 -2.41550 -1.46935 0.496
H 2.97707 -4.79280 -0.66637 0.382
C 1.50061 -2.81880 0.28503 -0.859
H -2.45209 -0.15365 -1.31953 0.566
H 2.76859 0.86071 -1.89485 0.490
H -1.51628 2.03215 -1.56916 -0.021
C 1.09288 -3.77261 -0.63884 0.726
O 0.71217 0.79429 -1.59541 -0.419
H -4.06408 1.59512 -1.48096 0.349
C 1.94092 -4.96499 -0.94471 -1.593
C 0.70775 -1.72433 0.59029 0.758
H -2.53512 3.36419 -2.11125 0.421
C -0.13808 -3.59529 -1.25760 -1.042
H 0.58712 0.63731 -2.53611 0.317
C -2.54107 -0.25377 -0.23181 -0.974
H 3.17182 0.56802 0.61120 0.326
O -1.24662 -0.45080 0.32716 -0.260
H 2.12890 -0.66978 -1.24407 0.268
C -3.49690 2.06994 -0.67868 -0.780
H 2.12741 -0.92642 1.99748 0.393
C 1.12869 -0.70811 1.61530 -1.148
H -4.05387 0.75283 0.92596 0.433
H 0.42027 -0.74478 2.44775 0.343
C -2.26277 2.75730 -1.25237 -0.652
H -1.81607 3.41516 -0.50938 0.175
C 0.93879 1.68422 2.13924 -0.513
O 1.80697 3.76254 1.16041 -0.554

68
Properties=species:S:1:pos:R:3:mulliken_charge:R:1 method="wB97M-V/def2-TZVPD" charge=+1 lumo_energy_ev=-5.81 largest_force_ha_per_bohr=0.1915 e_tot_ha=-5895.6577
H -5.06570 1.61914 0.94139 0.541
H 0.17967 -0.95251 3.13180 0.520
P 3.06638 1.33079 -0.16083 0.999
H -0.55857 -0.99894 -0.36703 0.086
H 1.96335 3.27069 0.03338 0.318
O -2.30033 4.49169 0.55658 -0.489
O 2.76226 -3.38490 -1.29157 -0.466
Cl 0.65451 2.36751 -2.16394 -0.758
H 0.30052 -3.53295 0.11774 0.296
H 1.72636 -2.89876 2.78236 0.510
C -2.04511 -2.51142 -0.71555 -0.310
C -3.81551 -0.05612 1.52415 -0.906
C -4.48353 0.76426 0.60168 -0.340
H -0.66896 -1.59186 -2.07402 0.464
F -6.47122 -0.32064 -0.25976 -0.563
O 4.57766 -2.82308 -2.77930 -0.608
H -4.89113 1.05083 -1.53384 0.429
C -4.36723 0.44395 -0.79403 -0.533
C 0.50306 -1.21435 2.11500 -0.128
C -3.04979 -1.10587 1.10033 -0.009
C -1.06458 4.65024 0.98231 0.713
O 4.47505 1.09073 -0.52367 -0.653
C -2.50125 3.51719 4.81479 -0.715
C -3.61417 -0.60740 -1.24047 -0.157
C 0.49757 -2.92812 -0.77636 -0.912
C 1.86609 -1.96735 2.20293 -0.736
O -0.67146 5.95954 0.97324 -0.438
H -0.24206 -1.92660 1.71944 -0.168
H 0.55539 -0.35356 1.43720 -0.008
Br -1.83429 -4.86086 0.88649 -0.298
H 1.75292 0.84254 -2.17701 0.596
B 2.61924 -2.23885 0.83596 0.151
H -1.43534 3.31602 4.87525 0.280
O 2.78756 3.02350 -0.45233 -0.755
C 1.84582 0.30971 -1.16650 -0.352
C 2.32765 -1.11125 -1.48829 -1.937
H 3.42108 -1.04198 -1.27365 1.259
O -0.27024 3.80213 1.34492 -0.547
H 1.92937 1.63880 1.59798 0.270
C -0.61890 -1.88068 -1.01299 -0.061
H -1.50664 6.33259 0.64367 0.336
H -2.54249 -1.69380 1.86757 0.415
O 2.74893 1.14212 1.41077 -0.410
H -1.99822 -3.34170 0.20815 -0.275
O 3.98852 -2.46762 0.87006 -0.526
H 5.58092 -0.09032 -6.26269 0.467
H -2.87036 3.95925 5.73602 0.293
H -3.89164 0.14526 2.59082 0.597
Cs 2.85213 3.21699 -2.73733 1.017
H 4.72905 -0.01239 -7.64249 0.470
H 2.55205 -1.34350 2.80766 0.258
H -3.54027 -0.80587 -2.31023 0.430
H -2.72877 4.14890 3.96300 0.257
O 2.60302 -3.83762 -3.74009 -0.632
H -2.46269 -3.03362 -1.59073 0.698
S 3.16205 -2.93683 -2.80372 1.271
N -3.19361 2.21187 4.63669 0.905
H 4.11684 -3.39901 1.11017 0.325
O -3.86309 2.06252 3.63111 -0.528
O 4.73947 0.19574 -6.68318 -0.385
C -2.91262 -1.39876 -0.31176 0.113
Al -1.97887 3.64558 -1.12004 0.319
H 0.50722 -3.61798 -1.63385 0.288
O 2.36092 -1.51095 -2.89024 -0.714
O -3.04165 1.38556 5.50703 -0.522
H 3.96033 -0.19067 -6.22446 0.452
H 0.85739 0.37688 -0.70969 0.165
C 1.92997 -2.32388 -0.64596 1.330

71
Properties=species:S:1:pos:R:3:mulliken_charge:R:1 method="wB97M-V/def2-TZVPD" e_above_lowest_ev=1.967 charge=-3 lumo_energy_ev=3.62 largest_force_ha_per_bohr=0.1063 e_tot_ha=-2539.5456
H -10.72732 9.62394 11.02212 -0.121
H -10.28386 9.97255 9.36960 -0.170
C -0.22949 15.72767 17.64554 -0.417
H -8.54424 13.76435 23.00227 0.321
O -11.07272 8.42151 21.14477 -0.344
H -10.21327 18.20970 17.94992 0.275
O -1.62994 8.71897 13.29687 -0.486
H -9.21980 8.97279 20.29651 0.311
N -6.26508 15.68426 10.04128 0.817
O 2.35904 17.38258 19.14506 -0.545
F -6.85401 13.10914 23.36120 -0.275
H -9.80285 4.74559 14.06996 -0.209
O -8.24158 13.43380 25.10168 -0.326
H 0.14128 14.70665 17.73581 0.302
H -0.12665 11.36488 12.95857 0.291
O -6.99959 15.16477 25.51733 -0.339
O -11.05025 7.42514 19.15007 -0.251
O -10.92683 20.20288 16.13087 -0.298
C -7.08998 12.65060 16.78871 -0.664
H -9.01449 6.96735 19.08836 0.299
O -9.08447 11.54347 16.06028 -0.700
C -7.34608 14.71411 10.18326 -0.699
O -6.30708 16.40051 9.05365 -0.527
C 1.27119 16.90715 18.83066 0.705
B -10.67175 5.33219 13.81470 -0.265
C -11.05898 20.81178 17.32005 0.694
H -6.28068 15.44464 23.69678 0.260
H -6.93070 13.88242 10.75234 0.332
H -7.61255 13.07988 17.64354 0.229
H -0.17096 10.02784 11.65705 0.285
C -9.76598 19.32457 16.18923 -0.392
O -5.26279 15.68728 10.81015 -0.521
C -9.71143 8.13048 20.78325 -0.404
H 0.86089 9.85034 13.01370 0.263
O 0.84493 16.62616 17.56647 -0.314
H -11.84119 10.53824 10.07009 -0.169
C -7.25763 15.18534 24.10474 -0.380
O 0.27287 16.46411 19.65656 -0.319
O -12.95215 8.38085 19.81184 -0.548
O -10.24394 20.28795 18.20779 -0.289
H -1.52703 17.03445 18.81182 0.289
C -0.90790 16.14520 18.93024 0.253
H -6.24365 12.10659 17.20810 0.207
H -0.95511 15.89842 16.85029 0.299
C -11.78626 8.12577 19.98747 0.636
H -8.95461 19.99569 15.90750 0.253
H -7.96093 15.29723 10.86884 0.273
H -9.76300 18.47208 15.51001 0.319
C -9.65345 19.10345 17.67437 0.312
H -7.95293 15.97192 23.81155 0.252
H -9.17559 8.02839 21.72694 0.288
O -7.21619 10.91295 15.05149 -0.732
H -11.58335 5.07888 14.33338 -0.195
N -1.11168 9.74985 13.65839 0.832
F -8.45046 19.09394 18.28058 -0.277
C -0.08110 10.30520 12.70734 -0.684
H -11.59352 8.85217 9.64979 -0.171
O -1.39125 10.37327 14.67372 -0.502
H -6.68342 13.33872 16.04757 0.165
H -10.86797 5.30248 12.75409 -0.167
F -9.90184 5.72328 20.23829 -0.284
H -10.51920 6.37094 14.06369 -0.152
O -7.80202 13.90498 27.29581 -0.559
H -7.95119 14.68964 9.27698 0.322
C -9.84930 6.99322 19.78873 0.283
B -11.11271 9.74376 10.02144 -0.364
C -7.85404 11.61848 15.91650 0.495
O -11.95892 21.60907 17.70090 -0.599
C -7.66769 14.16408 26.10227 0.694
C -7.80817 13.82436 23.80396 0.352
F -1.60914 15.13347 19.50602 -0.256

66
Properties=species:S:1:pos:R:3:mulliken_charge:R:1 method="wB97M-V/def2-TZVPD" e_above_lowest_ev=0.000 charge=+1 lumo_energy_ev=-10.18 largest_force_ha_per_bohr=0.0375 e_tot_ha=-2377.2791
H -3.42463 0.48651 -2.22256 -0.091
F -2.62389 -3.68984 -3.29643 -0.357
Rb 2.16619 2.58832 0.62803 1.014
H 3.75264 0.26153 -0.75445 0.324
H -3.42734 -0.24708 -0.03288 -0.214
B -0.25055 1.19282 -1.42498 -0.373
F 0.61475 4.67633 0.92819 -0.356
H -0.67295 0.59452 1.43226 0.391
F 0.22407 1.73921 -2.62687 -0.365
C -4.23274 0.48101 -0.14655 0.046
O 3.43955 -0.11788 1.19591 -0.223
C -4.16484 1.68305 0.81158 -0.617
C 0.42499 -4.04895 -2.02551 -0.702
H -2.54693 3.12988 0.34760 -0.455
H 2.23262 -3.66786 -0.99432 -0.031
C 5.00756 -1.40899 -0.06002 -0.601
H 2.86195 -1.25699 -0.49512 -0.436
H -5.14912 2.02699 1.11610 0.292
H -5.19022 -0.03152 -0.08950 0.509
H 0.99269 -4.06494 -2.95259 0.431
C -0.39640 -2.43672 -0.56660 0.535
B -3.47073 -2.55692 -3.37140 0.101
Tl -0.68185 -0.85779 -4.10261 1.073
C 0.92967 1.46336 4.16146 -0.754
H -1.47282 -2.50667 -0.38245 0.218
C 4.24710 -0.89921 2.13243 -0.513
O -0.14456 -2.73432 -1.91767 -0.134
C -0.35328 2.47049 2.65981 -0.392
O -3.25285 2.25228 -1.30511 -0.171
H -0.22662 -4.18206 0.76192 0.381
H -4.21180 3.66222 -0.15580 0.437
F -3.10809 -1.62845 -2.34732 0.046
H 1.47093 1.41105 5.09368 0.447
C -0.17871 1.08994 2.25160 0.244
H 4.33949 -0.23730 2.98869 0.300
H -4.93703 1.28175 -2.12341 0.381
F -1.23512 0.22569 -1.63025 -0.149
C 0.42493 -3.46092 0.26235 -0.343
C 1.28200 -4.16516 -0.78149 -0.290
C -4.01275 1.11214 -1.52280 0.052
F 0.64388 4.65468 -1.42592 -0.355
C -3.51346 2.82313 -0.04223 0.460
N 0.32927 2.65409 3.79078 0.113
H 5.72440 -1.08741 -0.81188 0.358
F -0.65567 2.22764 -0.56568 -0.195
C 5.53124 -1.07649 1.33539 -0.571
C 3.67058 -0.62443 -0.12385 0.263
C 0.65696 0.49748 3.19450 -0.391
H 0.03612 -1.45931 -0.33230 -0.567
F 0.91916 6.59942 -0.26065 -0.328
B 0.26884 5.38570 -0.29169 0.516
H 0.86315 -0.55774 3.21203 0.505
F -3.23145 -1.90903 -4.62679 -0.394
H 6.10114 -0.14974 1.36684 0.273
H -3.54957 1.43170 1.67219 0.260
H 0.97335 -2.93369 1.04595 0.069
H 0.41926 3.54364 4.26432 0.290
H 4.76300 -2.46020 -0.20511 0.242
F -4.79101 -2.94156 -3.25421 -0.326
F 0.88200 0.57303 -0.77869 -0.159
H 1.54096 -5.17602 -0.46975 0.410
F -1.12699 5.54553 -0.30712 -0.404
H 6.14624 -1.86581 1.77259 0.349
H 3.71192 -1.83657 2.30003 0.260
H -0.93834 3.25201 2.19344 0.404
H -0.42027 -4.73957 -2.09511 0.261

62
Properties=species:S:1:pos:R:3:mulliken_charge:R:1 method="wB97M-V/def2-TZVPD" charge=0 smiles="CCOCCOCCOCB1OB(I)OB(CCCI)O1.O=C1OCCO1.O=C1OCCO1" lumo_energy_ev=0.07 largest_force_ha_per_bohr=0.0152 e_tot_ha=-2200.1800
H -0.80587 -0.90572 1.59934 0.036
O 6.57684 4.75918 -0.64551 -0.346
O 4.44918 4.96749 0.06467 -0.524
H 8.07459 3.68150 0.26850 0.248
H 2.78415 -0.58377 -2.22674 0.265
O 4.64192 0.24787 -2.53979 -0.390
H -0.33590 1.35892 2.24852 0.389
H 0.38301 -1.01331 2.91304 0.517
H 2.01510 -2.94357 1.93249 0.350
C -2.52139 -0.25294 -2.57404 -0.439
B -4.23927 -2.24430 -0.09544 0.041
O 5.40174 2.93942 -0.15840 -0.254
O 5.09540 -0.80807 -0.64119 -0.412
B -5.53234 -0.35042 -0.26385 0.584
H -0.58589 2.35704 -0.70543 0.330
H -2.09349 -1.21253 -2.89467 0.278
H -0.49188 -3.25962 2.30926 0.336
H -5.99264 -0.57460 2.57741 0.258
B -3.44547 -0.44349 -1.30824 0.593
H -3.13140 0.12367 -3.40042 0.249
H -0.55566 -0.66952 -1.13952 0.075
H -7.12229 -2.40626 1.51259 0.247
C 3.86843 -0.08926 -0.40129 0.787
H 4.09769 0.82021 0.15317 0.109
C -6.41900 0.45514 0.72762 -0.751
O -1.50257 0.72456 -2.37445 -0.467
H -0.71684 -3.25790 0.54285 0.072
C 0.23565 -0.68158 1.87474 -0.189
C 3.40404 0.21306 -1.81158 -0.119
H -7.44796 0.41415 2.60922 0.363
H -5.83219 1.33679 1.01448 0.299
H 3.17422 -0.69740 0.16778 -0.414
C -0.49560 1.34101 -0.30561 -0.487
C 5.55934 -0.47851 -1.86252 0.525
O 1.14435 -1.31266 1.00725 0.067
O -3.16228 -1.41635 -0.32390 -0.159
C 5.38180 4.29362 -0.21849 0.579
H -1.38904 1.14431 0.30428 0.210
H -7.28892 0.84779 0.18538 0.447
H 1.72780 -3.05362 0.20076 0.293
O 0.68258 1.25496 0.46486 -0.291
C -0.46270 0.36923 -1.47774 0.053
C 0.49811 0.81160 1.79047 -1.027
C 1.28414 -2.71715 1.14307 -0.389
C 7.51327 3.67610 -0.66701 -0.371
O -4.61391 0.26160 -1.11666 -0.479
H -8.22598 -1.79002 2.73723 0.488
C -0.01357 -3.47523 1.35227 -1.064
H 0.20082 -4.54677 1.30585 0.406
O -5.50403 -1.75138 -0.30546 -0.363
H 1.42516 1.05054 2.31558 0.396
H 2.89062 1.16515 -1.90552 0.237
H 6.37607 2.21707 -1.82527 0.209
I -9.26476 -1.36872 0.35837 -0.017
H 8.19664 3.79657 -1.50213 0.302
C -6.87507 -0.28479 1.99100 -0.508
C 6.60046 2.46875 -0.78809 -0.228
O 6.63387 -0.76663 -2.28355 -0.546
C -7.71814 -1.54208 1.80551 -0.847
I -3.99206 -4.24887 0.56460 -0.067
H 0.49196 0.46430 -2.00646 0.165
H 6.96914 1.58544 -0.27318 0.347

57
Properties=species:S:1:pos:R:3:mulliken_charge:R:1 method="wB97M-V/def2-TZVPD" e_above_lowest_ev=0.472 charge=0 lumo_energy_ev=0.25 largest_force_ha_per_bohr=0.0258 e_tot_ha=-4482.4950
H 2.77711 -2.76909 -2.49259 0.358
S -0.46964 2.07426 0.76622 -0.774
O -2.29399 0.50350 2.52802 -0.240
H -1.04725 -0.81016 3.51701 0.247
H -3.30971 -3.30065 -1.20843 0.368
H -2.35076 -2.45590 0.02141 0.262
C 3.19193 1.45785 1.11628 -0.382
H -0.84836 -4.52247 -2.11870 0.385
H 0.09959 -0.23582 -2.83065 0.702
H 2.19385 1.88087 -4.05672 0.264
H 0.41389 -3.58961 -1.31553 0.341
Cl 1.27665 2.57625 -2.01021 0.009
H -2.16188 1.71778 4.85950 0.310
N 2.53665 -0.14821 -0.66343 0.574
H -3.47218 -1.55019 -1.00260 0.238
C 5.60107 0.01167 1.32071 -0.545
C 3.06720 -1.16912 -1.28705 0.345
C 3.41889 0.35261 0.30562 -0.310
H 0.35374 -3.69882 -3.09846 0.294
Cl 4.10233 1.99507 -2.69691 -0.123
S 0.51182 -1.59182 1.12393 -0.543
C -1.89987 0.65922 4.86727 -1.410
C -1.30834 0.24767 3.54201 0.000
C 4.16308 1.81262 2.03582 -0.924
C -2.76249 -2.38056 -0.98665 -0.879
H -2.79722 0.08102 5.08950 0.315
Si -1.40490 -2.13782 -2.23974 0.283
H -1.18007 0.48728 5.66897 0.413
H -0.40765 0.81941 3.30761 0.203
H 6.09798 1.39619 2.87131 0.390
H -3.09848 2.93503 1.70241 0.270
H 6.52790 -0.54150 1.39013 0.409
H -1.40610 -1.96682 -4.72081 0.320
C 2.52632 2.54685 -3.26957 -0.430
C -3.88215 2.46817 1.10269 -0.165
C -0.52074 -0.51480 -1.96246 -1.075
H -2.70070 -3.03620 -4.17902 0.302
C -5.09404 2.12420 1.93631 -1.131
S 4.65263 -1.62860 -0.76894 -0.319
H 3.99265 2.66564 2.67893 0.415
O -3.35757 1.27841 0.47707 -0.388
H 2.27812 2.03470 1.04082 0.272
P -1.98931 0.58493 0.94667 0.728
Ti 0.43078 0.06620 -0.19609 0.320
H -4.13729 3.14763 0.28923 0.318
C -0.24466 -3.61357 -2.18599 -1.151
C 5.35570 1.09738 2.14380 -0.532
C -2.17356 -2.10558 -3.95409 -1.136
H 1.44553 -1.72768 -2.33250 -0.239
C 4.61954 -0.34254 0.40856 1.129
H -4.82252 1.44122 2.73956 0.243
H -5.86109 1.65535 1.31974 0.304
N 2.44903 -1.84246 -2.27625 -0.243
H -5.51624 3.03096 2.37416 0.375
H -2.88885 -1.28555 -4.04980 0.300
H 2.63734 3.56297 -3.62732 0.366
H -1.31374 0.25264 -1.96078 0.567

Number 1: gap between HOMO and LUMO 0.3468 hartree. Number 2: gap between HOMO and LUMO 0.1412 hartree. Number 3: gap between HOMO and LUMO 0.1214 hartree. Number 4: gap between HOMO and LUMO 0.0855 hartree. Number 5: gap between HOMO and LUMO 0.3544 hartree. Number 6: gap between HOMO and LUMO 0.2855 hartree.